{"formula": "C24H56N8O8", "method": "ωB97M-V/def2-TZVPD", "smiles": "CNC(C)=O.CNC(C)=O.CNC(C)=O.CNC(C)=O.CNC(C)=O.CNC(C)=O.CNC(C)=O.CNC(C)=O", "mol_weight_g_mol": 584.76, "relative_energy_ev": 2.951, "charge": 0, "e_tot_ha": -1988.1009, "elements": ["N", "H", "H", "C", "C", "H", "H", "O", "C", "H", "O", "H", "H", "H", "H", "C", "H", "H", "H", "H", "C", "H", "H", "H", "N", "H", "C", "C", "N", "C", "N", "O", "H", "C", "C", "H", "H", "O", "C", "H", "C", "H", "C", "O", "H", "H", "H", "H", "C", "H", "H", "H", "H", "H", "H", "C", "H", "H", "N", "C", "C", "N", "H", "H", "H", "H", "O", "C", "H", "C", "H", "C", "H", "H", "O", "C", "H", "N", "C", "H", "H", "H", "C", "H", "H", "H", "O", "C", "H", "N", "H", "H", "H", "H", "H", "H"], "positions_angstrom": [[2.2576, -5.8769, 0.8428], [7.9032, 1.1050, -0.2211], [-0.2412, 1.9031, -1.0173], [-6.2211, 1.6156, 2.6987], [-3.1015, -3.2413, -2.9584], [2.0020, -5.9255, 2.8598], [1.2901, 1.2472, -1.3701], [-2.1900, -5.4297, -2.6264], [3.1341, 4.6431, -2.0221], [1.4827, 4.3698, -5.5985], [3.6500, -4.1217, 0.6256], [-0.0136, 2.7545, 5.7558], [-1.5215, 0.7311, 3.6771], [-3.1247, -0.4327, -1.4100], [1.1624, 2.5039, -0.0741], [0.2773, 1.9383, 4.0070], [7.5516, 2.2911, -1.3535], [3.8072, -0.2108, 1.2700], [4.1061, -5.1720, -1.6843], [-6.3092, 1.7903, -3.7901], [7.1701, 1.3354, -0.9940], [-2.0880, 0.3697, -2.5232], [-3.4864, 0.1353, 1.8933], [0.0888, -2.5284, 0.9621], [-0.8935, -3.7052, -2.0155], [-1.0097, -1.4722, 1.9140], [4.0815, -5.9051, -0.8781], [3.2701, -5.2401, 0.2452], [-4.1707, 0.7127, -2.8578], [-6.3616, 0.7220, -3.5799], [-4.9358, 1.2752, 2.6666], [-5.7464, -0.3870, -1.5736], [-4.0312, -3.4527, -2.4302], [-6.6104, 2.9508, 3.2180], [0.0062, -0.5478, 0.2228], [2.1662, -6.8350, 0.5365], [3.9065, 1.3615, 2.0406], [3.2251, 2.6601, -4.9854], [-5.3468, 0.2283, -2.6204], [0.6657, -1.3327, 2.2061], [2.8408, 3.4892, -4.2125], [-6.8772, 3.6190, 2.3992], [-0.0467, -1.5432, 1.4084], [4.8653, 1.5381, -1.5085], [-0.9186, -2.6975, -1.9510], [-2.8241, 1.3505, -1.3349], [-6.2128, 0.1415, -4.4904], [7.2270, 0.5438, -1.7411], [1.7036, 4.3532, -4.5312], [3.2608, 1.2160, 0.3505], [-5.0963, -0.5316, 1.5343], [6.0384, 0.7909, 1.2972], [0.8310, 3.9478, -4.0191], [2.7462, 2.6348, 4.7258], [0.5070, -6.0295, 1.9896], [-4.4948, -0.0117, 2.2800], [2.4688, 1.7172, 6.2345], [-1.6009, 2.1935, 2.7770], [0.7285, 2.5308, 5.1083], [-3.0233, 0.4926, -1.9771], [-2.0105, -4.2450, -2.5058], [0.5247, 0.6770, 0.4890], [3.3536, 5.5057, -2.6512], [1.3145, -4.4498, 2.0791], [-3.9887, 1.4575, -3.5153], [5.0860, -6.2160, -0.5908], [1.1041, 1.5615, 3.1679], [0.1509, -4.3961, -1.3187], [-0.1655, -4.5389, -0.2855], [-1.2419, 1.7837, 3.7211], [-2.7290, -2.2513, -2.6953], [5.6981, 1.3396, -0.6519], [-7.4770, 2.9173, 3.8783], [-1.9040, 2.2718, 4.4362], [-7.1242, 0.8143, 2.3195], [1.4731, -5.5249, 1.9950], [2.1263, 4.8089, -1.6415], [5.3516, 0.9686, 0.5783], [3.9809, 0.8487, 1.0817], [-4.5277, -0.7270, 3.1018], [1.8852, 5.3996, -4.2860], [-7.3559, 0.5425, -3.1708], [0.7001, 1.6329, -0.5387], [-4.2476, 1.9999, 2.8122], [-5.8631, 3.4794, 3.8098], [4.0169, 2.7961, -2.7868], [-0.3073, -0.8777, -0.8979], [2.1351, 2.5570, 5.6250], [0.4220, -5.3385, -1.7945], [3.3789, 3.5503, -2.9970], [1.0670, -3.8128, -1.4124], [3.8879, 4.6727, -1.2353], [2.3451, 3.3596, 6.3320], [0.7536, 0.9700, 1.4281], [-3.2427, -3.3536, -4.0334], [3.5058, -6.7555, -1.2436]], "forces_ev_per_a": [[-0.5, -1.8, -1.4], [-0.5, -0.4, 0.5], [-0.2, 0.3, 0.2], [-3.5, -2.3, -0.9], [1.2, -0.3, 0.5], [-0.1, 0.4, 0.4], [0.4, 0.0, 0.1], [-0.1, -1.5, 0.1], [1.0, 0.3, -1.8], [0.2, -0.4, 0.0], [-0.7, -0.7, -0.3], [0.3, 0.1, 0.2], [0.3, -0.1, 0.2], [-0.3, 0.3, 0.1], [0.0, 0.1, -0.4], [0.8, -0.4, -2.3], [-0.6, 0.0, -0.6], [-0.4, 0.0, -0.1], [0.3, 0.0, 0.1], [0.4, 0.0, -0.1], [0.6, -0.1, 0.1], [-0.2, 0.0, -0.5], [0.1, -0.5, 0.0], [0.0, 0.0, 0.3], [0.1, 1.3, -0.2], [-0.3, -0.2, -0.3], [-1.7, -0.2, 0.1], [2.3, 2.4, 1.0], [4.3, 0.4, 0.6], [-1.1, -0.4, -0.7], [0.3, 1.1, 0.2], [2.1, 0.9, -2.8], [0.1, 0.0, -0.1], [0.0, 1.4, 0.5], [1.1, 0.1, 1.8], [-0.3, 0.1, 0.0], [-0.2, 0.2, -0.2], [0.7, -1.7, -1.8], [-4.3, -0.4, 3.8], [0.4, 0.0, -0.3], [0.0, -0.1, 0.3], [0.0, -0.1, -0.1], [-0.2, 0.7, -0.4], [-0.6, 0.6, -0.8], [0.4, 0.0, 0.3], [-0.4, 0.0, 0.4], [-0.4, 0.2, -0.3], [0.4, 0.3, -0.3], [-1.0, 1.3, -0.7], [0.2, 0.0, 0.1], [-0.2, 0.8, -0.4], [0.2, 0.1, -0.5], [-0.1, 0.3, 0.2], [0.2, 0.0, 0.3], [0.0, 0.1, -0.4], [0.6, -1.3, -0.5], [-0.6, -0.7, -0.5], [0.9, 0.1, -0.3], [-0.6, 0.4, 2.7], [0.5, -0.3, -0.1], [-1.3, 0.5, -0.7], [-0.5, -1.0, 0.5], [-0.1, 0.6, 0.5], [0.2, -0.1, 0.0], [-0.7, -0.4, -0.3], [-0.2, 0.2, 0.2], [-0.6, -0.3, 0.1], [0.3, -0.1, -0.4], [0.4, -0.3, 0.1], [0.0, 0.3, 0.6], [-0.5, 0.2, -0.3], [0.7, -0.3, 0.1], [-0.1, -0.5, -0.3], [0.3, -0.1, 0.5], [2.2, 1.7, 1.0], [0.3, 0.0, 0.6], [-0.1, -0.7, 0.1], [-0.3, 0.0, 1.8], [0.4, -0.4, -0.2], [0.4, 0.1, 0.4], [-0.2, 0.0, 0.5], [0.1, -0.2, -0.1], [-0.1, 0.6, -0.9], [-0.2, -0.2, 0.1], [0.4, -0.2, -0.1], [0.1, 0.0, 0.3], [-0.6, -0.3, -1.1], [-0.4, 0.0, -0.9], [-0.5, -0.2, 0.1], [-0.2, 0.6, 2.4], [-0.1, 0.3, 0.5], [-0.2, -0.5, 0.0], [-0.6, 0.6, -0.6], [0.0, -0.3, 0.3], [-0.1, 0.1, 0.1], [0.3, -0.3, -0.2]]}

=====

{"formula": "C24H57AsGeNPdSi5", "method": "ωB97M-V/def2-TZVPD", "mol_weight_g_mol": 754.11, "relative_energy_ev": 0.766, "charge": -1, "e_tot_ha": -6891.6590, "elements": ["H", "H", "C", "H", "C", "C", "H", "H", "H", "H", "H", "H", "Si", "H", "H", "H", "H", "H", "H", "H", "C", "H", "C", "H", "H", "C", "H", "H", "Pd", "H", "N", "H", "Si", "Si", "H", "C", "H", "H", "H", "H", "C", "H", "H", "Si", "C", "C", "H", "H", "C", "H", "H", "C", "C", "Si", "H", "C", "C", "H", "Ge", "H", "H", "H", "H", "C", "H", "H", "H", "H", "C", "C", "C", "As", "C", "H", "C", "H", "H", "C", "H", "C", "H", "H", "H", "H", "H", "H", "H", "C", "H", "H"], "positions_angstrom": [[5.0491, 1.5168, -2.7122], [-2.8543, -0.9188, -1.6464], [-1.5553, -5.1051, 0.3262], [4.0311, 1.4167, 3.5043], [0.8850, 3.5220, 0.8162], [2.0620, -0.1857, 5.1398], [-4.1282, -2.5643, -1.4701], [-2.0590, -4.5165, -2.9853], [3.0228, 2.9070, -2.4330], [-1.3935, -2.8798, -3.1317], [3.3034, -1.2871, 0.0219], [-0.3779, -0.3083, -4.1734], [0.5040, 2.6120, -0.7797], [-0.5003, -5.2623, 0.5545], [-2.9245, -2.7861, 2.7750], [-0.1043, 2.3783, 4.6068], [0.3231, -2.1022, -0.6529], [-4.6713, 1.4805, -0.5260], [0.7405, 0.8777, -3.4922], [2.4495, -1.1645, 4.8504], [-1.3600, -3.8009, -2.5470], [0.2109, -2.6343, 5.3327], [-1.1310, 1.8265, -0.8227], [-0.1556, -2.6445, 0.9211], [-0.3510, -4.2105, -2.6174], [4.2464, 1.1912, -2.0603], [5.2030, -0.6522, -1.4677], [-3.7037, -1.3788, 3.5128], [-0.7625, -0.1195, 0.2562], [-0.5459, -3.6368, 4.0970], [2.1858, 0.3739, -0.4055], [-4.2368, -4.1413, -0.6778], [-1.2409, -1.2750, 3.8090], [-2.4729, 2.2986, 0.3351], [1.5480, 2.8252, 5.0638], [-2.9385, -0.1864, -2.4471], [-1.7310, 1.6466, 2.6481], [-2.1603, 0.9138, 4.5900], [-1.9154, -5.9533, -0.2605], [-2.3590, 4.7634, -0.1288], [-0.0508, 0.1656, -3.2422], [-2.1088, -5.0843, 1.2662], [0.1519, 4.3107, 1.0012], [1.6200, 0.8405, 3.6186], [3.2556, 1.2121, 2.7593], [-2.0258, 2.3465, -3.7250], [1.8737, 3.9844, 0.7433], [-3.5041, 3.9739, -1.2112], [-0.5364, -2.1378, 0.0310], [1.2155, -0.3477, 5.8091], [-3.9791, 4.3507, 0.4533], [2.0706, 1.5332, -1.0721], [0.9179, 2.4717, 4.2404], [-1.5213, 1.0417, -2.4457], [-1.4934, -3.0941, 5.4956], [-4.0244, 1.2143, 0.3135], [-2.8432, -1.7068, 2.9227], [3.5754, 0.3604, 2.1560], [-1.8255, -3.4322, -0.6753], [-0.8560, 0.4009, 5.6598], [0.9216, 3.2330, 3.4607], [3.1845, 2.0758, 2.0969], [-4.5815, 1.4112, 1.2348], [-3.1508, 4.0085, -0.1761], [-0.2427, 4.5410, -2.1486], [2.8416, 0.3411, 5.6994], [-2.8933, -1.2270, 1.9461], [-4.0952, -2.6725, 0.2930], [-0.7164, -2.8024, 4.7816], [3.2784, -0.3641, -0.5519], [-2.0709, 2.5578, 2.1524], [0.4756, -0.7174, 2.2868], [0.6780, 3.9522, -2.1231], [-2.4387, -0.3785, 5.7676], [-1.7054, 0.0467, 5.0740], [-2.9867, 2.9061, 2.6420], [-3.8995, 0.3164, -2.3322], [3.1094, 1.9674, -1.9045], [-2.8873, 2.9181, -3.3694], [-3.7715, -3.1537, -0.6282], [0.8800, 2.8427, 1.6675], [1.5094, 4.6370, -1.9292], [0.3927, -0.6004, -2.6021], [-3.8328, 0.1418, 0.2641], [-1.2154, 3.0521, -3.9093], [-2.9439, -0.7233, -3.4012], [-1.3068, 3.3194, 2.3014], [4.3378, -0.0085, -1.3736], [0.8217, 3.5274, -3.1200], [-2.2971, 1.8842, -4.6802]], "forces_ev_per_a": [[0.0, 0.0, 0.0], [0.0, 0.0, 0.0], [0.0, -0.1, 0.0], [0.0, 0.0, 0.0], [0.1, 0.0, 0.0], [0.0, 0.0, 0.1], [0.0, 0.0, 0.0], [0.0, 0.0, 0.0], [0.0, 0.0, 0.0], [0.0, 0.0, 0.0], [0.0, 0.0, 0.0], [0.0, 0.0, 0.0], [0.0, 0.4, -0.2], [0.0, 0.0, 0.0], [0.0, 0.0, 0.0], [0.0, 0.0, 0.0], [0.0, -0.1, -0.1], [0.0, 0.0, 0.0], [0.0, 0.0, 0.0], [0.0, 0.0, 0.0], [0.0, 0.0, -0.1], [0.0, 0.0, 0.0], [0.1, -0.9, 0.4], [0.0, -0.2, -0.1], [0.0, 0.0, 0.0], [0.0, 0.0, 0.0], [0.0, 0.0, 0.0], [0.0, 0.0, 0.0], [0.3, -0.3, 0.1], [0.0, 0.0, 0.0], [0.0, 0.1, 0.0], [0.0, 0.0, 0.0], [0.1, 0.1, -0.1], [-0.2, 0.6, -0.4], [0.0, 0.0, 0.0], [0.0, -0.1, 0.0], [0.0, 0.0, -0.1], [0.0, 0.0, 0.0], [0.0, 0.0, 0.0], [0.0, 0.0, 0.0], [0.1, 0.0, 0.0], [0.0, 0.0, 0.0], [0.0, 0.0, 0.0], [0.0, 0.0, -0.3], [0.0, 0.0, 0.0], [-0.1, -0.1, 0.0], [0.0, 0.0, 0.0], [0.0, 0.0, 0.0], [0.1, 0.1, 0.5], [0.0, 0.0, 0.0], [0.0, 0.0, 0.0], [0.0, 0.0, -0.1], [0.0, 0.1, 0.1], [0.1, 0.6, -0.2], [0.0, 0.0, 0.0], [0.0, 0.0, 0.0], [0.0, -0.1, 0.0], [0.0, 0.0, 0.1], [0.0, 0.1, -0.1], [0.0, 0.0, 0.0], [0.0, 0.0, 0.2], [0.0, 0.0, 0.0], [0.0, 0.0, 0.0], [0.0, 0.0, 0.0], [0.0, 0.0, 0.0], [0.0, 0.0, 0.0], [0.0, 0.1, 0.0], [0.0, 0.0, 0.1], [0.0, 0.0, 0.1], [0.0, 0.0, 0.0], [0.1, -0.1, 0.1], [-0.3, -0.2, 0.0], [0.0, 0.0, 0.0], [0.0, 0.0, 0.0], [0.0, 0.0, 0.1], [0.0, 0.0, 0.0], [0.0, 0.0, 0.0], [0.0, 0.0, 0.0], [0.0, 0.0, 0.0], [0.0, 0.0, 0.1], [0.0, 0.0, -0.2], [0.0, 0.0, 0.0], [0.0, 0.0, 0.0], [0.0, 0.0, 0.0], [0.0, 0.0, 0.0], [0.0, 0.0, 0.0], [0.0, 0.0, 0.0], [0.0, 0.0, 0.0], [0.0, 0.0, 0.0], [0.0, 0.0, 0.0]]}